Entry 1:
Entry from OMol25: a cluster of 2 separate species, C19H20N4O in total at a distorted geometry (wB97M-V/def2-TZVPD).

Computed properties:
HOMO level = -6.797 eV
energy relative to the best compared isomer or geometry (same formula, charge and spin) = 5.287 eV

Geometry as XYZ:
```
44
Properties=species:S:1:pos:R:3:forces:R:3:mulliken_charge:R:1
O 4.7684 1.7002 -1.0362 -0.452 -0.159 0.446 -0.444
N 1.0516 -1.1681 1.4690 -0.876 -0.094 0.408 0.332
N 0.7767 -1.3583 2.7555 -0.708 -0.221 -0.680 -1.174
N 0.1502 -1.7139 0.6292 0.276 -0.988 1.094 -0.345
N 2.5224 0.5362 -0.3909 -0.906 -0.668 -1.276 0.321
C -4.4072 1.1544 -2.6981 0.025 0.385 0.044 -0.546
C 3.6854 -0.3599 -0.2773 -0.593 0.067 0.246 -0.654
C -3.6315 2.8892 -1.1883 0.113 -0.112 -0.214 -0.631
C -4.6434 2.3489 -1.9960 0.460 -0.422 0.039 -0.373
C -2.4009 2.2470 -1.0748 -0.086 -0.549 -0.261 -0.347
C 4.9239 0.2918 -0.8604 0.622 0.491 -0.276 -0.409
C 1.4188 0.1206 -0.9828 1.401 -0.310 0.632 -0.196
C -1.1610 -2.5711 3.8572 -0.458 -0.274 -0.149 -0.608
C 2.6510 1.8729 0.1606 -0.313 0.307 0.412 -0.598
C 4.1077 2.2958 0.0897 0.804 -0.066 -0.465 -0.590
C -0.3897 -2.1078 2.7894 0.787 0.233 -1.112 0.735
C -1.7839 -3.2911 1.1539 -0.154 0.136 0.339 -0.738
C -3.1776 0.5118 -2.5967 0.659 0.092 0.637 -0.434
C -2.5525 -3.7579 2.2246 0.365 0.150 -0.675 -0.472
C -0.9068 0.3147 -1.5960 1.789 0.703 0.089 -0.294
C -2.1552 1.0177 -1.7451 -1.442 0.822 -0.127 0.820
C -0.7417 -2.3964 1.4402 0.702 0.689 0.432 0.249
C 0.2075 0.8337 -0.9726 -1.569 0.293 -0.595 0.277
C -2.2634 -3.3763 3.5565 0.403 0.400 0.308 -0.359
H 3.4315 -1.2736 -0.8205 0.080 0.043 0.386 0.387
H 2.0389 2.5823 -0.4092 0.102 -0.393 0.054 0.485
H -5.1834 0.7359 -3.3408 0.232 0.143 0.193 0.361
H 5.7699 0.1198 -0.1745 -0.087 -0.104 -0.318 0.336
H -2.9243 -3.7267 4.3544 0.305 0.081 -0.227 0.335
H -3.3876 -4.4365 2.0392 0.258 0.172 0.038 0.330
H 3.8515 -0.5848 0.7850 -0.475 -0.077 -0.239 0.316
H 4.1872 3.3747 -0.1046 -0.028 -0.352 0.471 0.335
H -0.8734 -2.2602 4.8582 -0.263 -0.268 0.012 0.393
H -5.6054 2.8540 -2.0764 0.242 -0.149 0.010 0.370
H -2.9623 -0.3957 -3.1672 -0.228 0.218 0.228 0.349
H 4.5972 2.0084 1.0368 0.182 0.257 -0.350 0.323
H 0.1656 1.7921 -0.4374 -0.046 -0.647 -0.335 0.114
H 2.3185 1.8770 1.2098 -0.078 -0.056 -0.231 0.328
H -1.8957 -3.5928 0.1142 -0.450 -0.094 0.225 0.401
H -3.7939 3.8278 -0.6564 -0.001 -0.289 -0.154 0.362
H 1.4918 -0.8333 -1.5175 -0.192 0.296 0.509 0.082
H -1.6075 2.6814 -0.4629 -0.445 -0.094 -0.100 0.270
H -0.8110 -0.6538 -2.0899 -0.053 0.132 0.236 0.279
H 5.1437 -0.1300 -1.8506 0.096 0.275 0.296 0.320
```
Forces are in eV/Å.


Entry 2:
Entry from OMol25: an isolated molecule of C19H20N4O2S at a distorted geometry (wB97M-V/def2-TZVPD).

Computed properties:
structure (SMILES) = COc1ccccc1-n1c(SCC(=O)N2CCCC2)nc2cccnc21
HOMO level = -8.003 eV
energy relative to the best compared isomer or geometry (same formula, charge and spin) = 1.407 eV

Geometry as XYZ:
```
46
Properties=species:S:1:pos:R:3:forces:R:3:mulliken_charge:R:1
S -0.8206 -0.0823 -0.9502 -0.420 0.265 -0.174 -0.077
O -2.9209 -2.3800 0.8146 0.073 -0.232 0.194 -0.661
O 3.7016 0.8812 -1.0783 -0.465 0.087 0.223 -0.343
N 0.6860 -2.2893 -0.5827 -0.365 0.060 -0.091 -0.609
N 3.7658 -1.2929 0.8685 -0.307 0.552 -0.019 -0.494
N -3.9228 -0.5489 -0.0052 -0.352 0.158 0.191 0.215
N 1.6569 -0.3813 0.1018 -0.174 -0.119 -0.093 0.550
C -5.1702 1.4146 -0.3036 -0.023 -0.092 -0.060 -0.738
C -2.9870 -1.5138 -0.0354 0.284 -0.047 -0.302 0.578
C 4.4082 -2.4452 0.9807 0.181 -0.146 0.072 -0.481
C 2.6280 -3.7737 0.0375 -0.032 0.256 0.019 -0.596
C 3.1549 2.9798 0.0393 0.215 -0.091 -0.159 -0.562
C 0.9737 1.6871 1.1662 0.173 -0.047 -0.031 -0.121
C -4.1228 0.5190 -0.9649 0.074 0.175 -0.442 -0.496
C 3.8962 -3.6804 0.5866 -0.010 -0.110 -0.024 -0.410
C 1.1862 3.0309 1.4223 -0.056 0.106 0.023 -0.886
C 2.2799 3.6660 0.8654 -0.076 -0.023 0.041 -0.692
C -4.9193 -0.5208 1.0540 -0.134 -0.223 0.333 -0.621
C 0.5631 -1.0005 -0.4431 -0.128 -0.544 -0.205 0.307
C 2.9443 1.6359 -0.2456 -0.139 -0.107 -0.031 0.660
C 1.9332 -2.5817 -0.0966 0.567 0.545 0.281 -0.115
C -5.9893 0.4260 0.5243 0.169 0.028 0.022 -0.594
C -2.0079 -1.4513 -1.1976 0.262 0.116 0.161 -0.866
C 4.8947 1.4269 -1.5845 0.232 0.105 -0.113 -0.997
C 1.8437 0.9921 0.3448 0.229 0.425 0.020 -0.117
C 2.5650 -1.3864 0.3304 0.414 -1.195 0.087 0.717
H -1.4065 -2.3599 -1.2205 -0.197 0.019 -0.049 0.399
H 4.6995 2.2775 -2.2463 0.014 -0.035 0.045 0.364
H 5.3948 -2.3747 1.4183 0.097 -0.117 0.032 0.438
H -4.6818 2.1349 0.3531 0.021 0.047 0.007 0.304
H 0.1378 1.1668 1.6083 -0.042 -0.084 0.040 0.571
H -5.7678 1.9561 -1.0335 0.041 0.069 -0.021 0.377
H 5.5655 1.7351 -0.7772 -0.031 -0.004 -0.017 0.400
H 3.9964 3.5024 -0.3868 0.083 0.006 -0.060 0.402
H -3.1902 1.0520 -1.1651 -0.110 0.025 -0.055 0.294
H 0.5074 3.5715 2.0629 -0.059 0.046 0.063 0.388
H -4.5043 0.1122 -1.9105 0.052 0.110 0.001 0.258
H -6.5490 0.9063 1.3233 -0.063 -0.022 0.012 0.351
H 2.1978 -4.7150 -0.2666 -0.048 -0.092 -0.032 0.491
H -5.2787 -1.5331 1.2482 0.031 0.107 0.054 0.325
H 2.4609 4.7105 1.0706 0.019 0.085 0.013 0.391
H -6.6865 -0.1137 -0.1175 -0.044 -0.020 -0.004 0.284
H 5.3627 0.6268 -2.1555 0.001 0.090 0.029 0.256
H 4.4964 -4.5674 0.7195 0.071 -0.048 0.025 0.364
H -4.4665 -0.1382 1.9757 -0.073 -0.070 0.008 0.293
H -2.5085 -1.2813 -2.1493 0.044 -0.017 -0.016 0.503
```
Forces are in eV/Å.


Q: Which value of energy relative to the best compared isomer or geometry (same formula, charge and spin) does entry 2 give?
A: 1.407 eV


Q: Which of these has the lowest HOMO level?
A: C19H20N4O2S


Q: Which of these has the highest energy relative to the best compared isomer or geometry (same formula, charge and spin)?
A: C19H20N4O